# C3H7N3S2

An isolated molecule of C3H7N3S2 at a distorted geometry (ωB97M-V/def2-TZVPD, the Open Molecules 2025 dataset).

Last column: Löwdin charge in e.
CARTESIAN COORDINATES (ANGSTROEM)
H: 2.8321 0.0718 0.7610  0.116
H: 1.3259 0.0076 1.6204  0.104
N: -0.0647 1.2527 -0.3488  -0.008
C: -0.8691 0.2402 -0.3752  -0.769
H: 1.7677 -1.2983 -1.1697  0.078
S: -3.4464 -0.2500 0.3409  0.722
H: 1.5412 2.0430 0.2350  0.094
H: 1.6999 -2.1749 0.3927  0.081
S: -0.4476 -1.4431 -0.2686  0.916
N: -2.2005 0.6134 -0.3805  -0.469
C: 1.3553 -1.2754 -0.1567  -0.451
H: -4.1820 -0.5388 -0.7568  -0.144
H: -2.3451 1.6146 -0.3829  0.078
C: 1.7457 -0.0239 0.6282  -0.248
N: 1.2875 1.1613 -0.1390  -0.101

Energy relative to the best compared isomer or geometry (same formula, charge and spin) = 44.8 kcal/mol
Frontier orbital gap = 8.26 eV
SMILES = SNC1=NNCCS1
Multiplicity = 1
HOMO = -7.484 eV
LUMO level = 0.780 eV

# C4H5NO2

An isolated molecule of C4H5NO2 (ωB97M-V/def2-TZVPD, the Open Molecules 2025 dataset).

Last column: Löwdin charge in e.
CARTESIAN COORDINATES (ANGSTROEM)
C: -1.1082 0.7000 -0.0493  -0.091
C: 1.9719 0.4639 0.4735  -0.146
C: -1.4982 -0.7266 -0.2412  -0.090
H: -0.7090 1.2131 -0.9226  0.121
C: 0.9599 -0.5506 -0.0667  -0.434
O: 1.3034 -1.3970 -0.8612  0.112
H: -1.3841 -1.1767 -1.2246  0.114
H: -1.5885 1.3350 0.6868  0.112
O: 1.6576 1.5535 0.8801  0.085
H: -2.2867 -1.1411 0.3812  0.110
H: 3.0207 0.1170 0.4216  0.130
N: -0.2967 -0.3825 0.4787  -0.023

Energy relative to the best compared isomer or geometry (same formula, charge and spin) = 45.5 kcal/mol
Frontier orbital gap = 9.83 eV
SMILES = O=CC(=O)N1CC1
Multiplicity = 1
HOMO = -10.002 eV
LUMO level = -0.175 eV

# C3HCl2NO

A cluster of 2 separate species, C3HCl2NO in total at a distorted geometry (ωB97M-V/def2-TZVPD, the Open Molecules 2025 dataset).

Last column: Löwdin charge in e.
CARTESIAN COORDINATES (ANGSTROEM)
N: -1.3174 -3.0259 -2.1842  0.226
H: 0.2440 0.5010 0.2350  0.096
C: 0.0109 -0.5565 0.0114  -0.501
Cl: -0.9410 0.5763 -2.2910  0.813
O: 0.1371 -1.4422 0.8163  0.060
C: -1.0054 -2.0012 -1.7647  -0.235
Cl: 2.3906 -0.2591 -1.1467  0.203
C: -0.6195 -0.7397 -1.3088  -0.663

Energy relative to the best compared isomer or geometry (same formula, charge and spin) = 62.3 kcal/mol
Frontier orbital gap (spin up / spin down) = 7.89 / 5.79 eV
Multiplicity = 1
HOMO (spin up / spin down) = -11.062 / -10.144 eV
LUMO level (spin up / spin down) = -3.173 / -4.358 eV

# C4H10N2O

A cluster of 2 separate species, C4H10N2O in total (ωB97M-V/def2-TZVPD, the Open Molecules 2025 dataset).

Last column: Löwdin charge in e.
CARTESIAN COORDINATES (ANGSTROEM)
C: -1.9843 -0.3481 1.1450  -0.039
C: 1.5370 -0.2981 0.4079  -0.350
N: 1.5985 0.5031 -0.5555  -0.018
O: 1.9898 -1.5481 0.3085  0.031
H: -2.1475 0.4944 -0.7709  0.103
H: 0.3587 2.0089 -1.2005  0.069
H: 1.1157 -0.0920 1.3980  0.137
N: -1.1923 -1.3384 -0.8988  0.043
H: -1.6323 -1.1627 1.7553  0.047
H: -0.6906 -2.0146 -0.3406  0.077
H: 1.9234 2.5323 -0.5778  0.073
H: -0.6797 -1.0411 -1.7145  0.079
H: 0.6424 2.0271 0.5608  0.075
H: 2.3728 -1.6684 -0.5737  0.113
C: 1.0984 1.8372 -0.4182  -0.150
C: -1.7821 -0.3250 -0.1661  -0.326
H: -2.5280 0.4334 1.6410  0.036

Energy relative to the best compared isomer or geometry (same formula, charge and spin) = 48.8 kcal/mol
Frontier orbital gap = 9.33 eV
SMILES = C/N=C/O.C=CN
Multiplicity = 1
HOMO = -8.352 eV
LUMO level = 0.978 eV